The following is a DFT calculation (wB97M-V/def2-TZVPD) of C4H13N3 in the gas phase at a distorted geometry.

XYZ file:
```
20
Properties=species:S:1:pos:R:3:forces:R:3:nbo_charge:R:1
C 0.1117 0.5522 1.5898 0.71 -0.18 -0.70 -0.2215
N 0.6778 0.0348 0.3092 -0.37 0.68 1.34 -0.6494
C 0.2825 0.6589 -0.9235 -1.54 0.19 -1.18 -0.2459
C 0.4068 -0.3542 -2.0645 0.67 0.02 1.20 -0.2110
N 1.8203 -0.6688 -2.2620 0.18 0.35 -0.84 -0.8600
C -1.3941 0.4744 1.6304 0.31 -1.56 1.16 -0.2450
N -1.8537 -0.9564 1.7931 0.19 0.35 -1.42 -0.8293
H 0.4504 1.5932 1.8345 -0.17 -0.70 -0.11 0.1728
H 0.5211 -0.1828 2.3077 -0.20 0.74 0.22 0.1953
H 1.6694 -0.0067 0.4924 0.16 -0.03 -0.71 0.3639
H 0.6500 1.6481 -1.2489 0.96 -0.18 0.47 0.1709
H -0.7938 0.9144 -0.9390 0.19 -0.42 0.61 0.1901
H -0.0735 -1.2523 -1.6500 -0.27 0.19 -0.65 0.1927
H -0.1114 0.0699 -2.9437 0.38 -0.52 0.05 0.1754
H 2.4389 -0.0260 -1.7939 0.00 0.06 -0.06 0.3501
H 2.1328 -1.6078 -2.0905 -0.34 -0.13 0.10 0.3681
H -1.8020 0.9689 0.7534 -0.43 0.07 0.27 0.1866
H -1.6957 0.8905 2.5843 -0.26 0.94 -0.23 0.1977
H -1.0435 -1.5623 1.6618 0.03 0.15 0.17 0.3509
H -2.3942 -1.1879 0.9594 -0.21 -0.03 0.30 0.3475
```
Forces are in eV/Å.

Results
Net charge: 0
SMILES: NCCNCCN
Calculated total energy in eV: -8828.0373
Gap between HOMO and LUMO in eV: 9.942

---

The following is a DFT calculation (wB97M-V/def2-TZVPD) of a molecular structure, C60H47CdFGeN2OP3S at a distorted geometry.

XYZ file:
```
117
Properties=species:S:1:pos:R:3:forces:R:3:mulliken_spin:R:1
Cd -0.0351 -0.4803 -0.2116 -0.17 -0.11 -0.57 0.1945
F 1.7447 3.2892 1.6225 -0.23 -0.23 -0.31 0.0048
Ge 0.6269 2.0131 0.8704 0.03 1.57 0.85 0.2978
C 0.6316 3.2095 -0.9060 0.19 -0.97 0.45 0.1042
C 1.1075 4.5166 -0.8333 0.13 0.21 0.05 0.0157
C 0.9960 5.3769 -1.9141 -0.03 -0.02 0.06 0.0141
C 0.4023 4.9448 -3.0942 -0.03 -0.02 -0.11 -0.0042
C -0.0473 3.6427 -3.1911 0.01 0.03 0.05 -0.0077
C 0.0785 2.7699 -2.1048 -0.01 0.04 0.02 0.0070
P -0.5269 1.0600 -2.3281 -0.03 0.62 -0.31 0.0163
C -2.2406 1.4219 -2.8426 -0.13 -0.17 0.13 0.0066
C -2.8606 1.0513 -4.0309 0.08 0.01 0.02 0.0093
C -4.2110 1.3129 -4.2241 -0.06 -0.01 -0.02 -0.0049
C -4.9542 1.9453 -3.2403 -0.01 0.02 -0.03 0.0096
C -4.3404 2.3323 -2.0560 -0.02 0.02 -0.01 -0.0054
C -2.9985 2.0664 -1.8589 0.09 0.04 -0.05 0.0206
C 0.4314 0.5116 -3.7768 0.08 -0.20 0.11 0.0339
C 1.7448 0.9721 -3.8969 -0.11 0.05 -0.05 0.0099
C 2.5758 0.4853 -4.8912 0.03 -0.01 -0.04 -0.0060
C 2.1112 -0.4720 -5.7831 0.00 -0.03 0.04 0.0098
C 0.8282 -0.9757 -5.6378 0.03 -0.03 -0.09 -0.0051
C 0.0009 -0.5057 -4.6286 -0.09 0.05 0.02 0.0104
C 1.2264 0.8754 2.5559 0.08 0.01 -0.76 0.2014
C 0.8840 1.3471 3.8176 0.09 0.11 0.05 0.0005
C 1.2984 0.6697 4.9524 -0.05 0.07 0.00 0.0094
C 2.0672 -0.4825 4.8333 0.14 -0.07 0.02 -0.0033
C 2.4319 -0.9513 3.5832 -0.05 0.00 0.03 -0.0030
C 2.0088 -0.2712 2.4404 -0.23 -0.08 0.02 -0.0953
P 2.5415 -0.6641 0.7304 0.43 0.00 1.00 -0.0921
C 4.1725 0.1517 0.8608 -0.02 0.00 -0.41 0.0533
C 4.3573 1.3713 0.2179 -0.04 -0.11 0.00 0.0355
C 5.5370 2.0801 0.3935 0.05 0.09 0.02 -0.0023
C 6.5272 1.5820 1.2246 -0.01 0.02 -0.05 0.0019
C 6.3493 0.3606 1.8614 0.03 -0.06 0.04 0.0000
C 5.1822 -0.3594 1.6737 0.05 0.08 -0.03 0.0014
C 2.9179 -2.4422 0.7191 -0.14 -0.06 -0.21 0.0387
C 3.9979 -2.9584 0.0044 0.02 0.06 0.13 0.0132
C 4.1198 -4.3258 -0.1899 -0.01 -0.07 -0.08 -0.0054
C 3.1505 -5.1925 0.2933 0.01 0.00 -0.02 0.0104
C 2.0531 -4.6856 0.9748 0.02 -0.07 0.04 -0.0088
C 1.9404 -3.3219 1.1864 0.10 0.08 0.07 0.0170
C -1.1168 2.7207 1.5816 0.07 -0.51 -0.14 -0.0184
C -1.3092 4.0870 1.7697 0.20 0.08 -0.01 -0.0058
C -2.5324 4.5952 2.1747 -0.03 0.02 0.01 0.0014
C -3.6105 3.7400 2.3571 -0.05 -0.04 0.01 0.0021
C -3.4448 2.3766 2.1772 0.03 0.08 -0.08 -0.0100
C -2.1949 1.8605 1.8253 0.06 0.01 -0.07 -0.0091
P -1.8912 0.0514 1.7290 -0.64 0.57 0.38 0.0008
C -3.5664 -0.5229 1.2523 0.08 -0.08 -0.13 0.0306
C -4.5792 -0.8476 2.1515 0.07 -0.03 0.01 -0.0002
C -5.8475 -1.1659 1.6886 -0.06 -0.02 0.04 -0.0003
C -6.1162 -1.1802 0.3268 0.04 0.00 0.00 0.0016
C -5.0990 -0.9057 -0.5751 -0.07 -0.01 -0.07 -0.0004
C -3.8344 -0.5803 -0.1132 0.07 -0.07 0.08 -0.0004
C -1.7942 -0.4018 3.5069 0.20 -0.17 -0.05 0.0181
C -0.9951 -1.4777 3.8846 -0.08 0.01 0.02 0.0120
C -0.9311 -1.8866 5.2066 -0.06 -0.07 0.04 -0.0002
C -1.6609 -1.2192 6.1764 0.02 -0.03 0.00 0.0010
C -2.4310 -0.1228 5.8182 -0.03 0.03 0.07 0.0004
C -2.4922 0.2888 4.4968 0.01 0.01 -0.04 -0.0036
H 1.5739 4.8551 0.0821 -0.01 -0.01 0.00 0.0086
H 1.3652 6.3922 -1.8357 0.01 0.01 0.01 0.0002
H 0.2970 5.6189 -3.9348 0.01 0.00 -0.01 0.0000
H -0.5018 3.2860 -4.1091 0.01 0.05 -0.03 -0.0003
H -2.2990 0.5709 -4.8188 -0.01 0.01 0.00 0.0027
H -4.6836 1.0114 -5.1503 0.00 0.02 -0.02 -0.0003
H -6.0072 2.1407 -3.3963 -0.01 0.00 0.00 0.0007
H -4.9106 2.8269 -1.2801 0.01 0.01 0.02 -0.0001
H -2.5216 2.3605 -0.9282 -0.04 0.03 0.02 -0.0033
H 2.1150 1.7119 -3.1990 0.03 0.03 -0.04 0.0012
H 3.5921 0.8506 -4.9691 -0.01 0.03 0.00 0.0000
H 2.7554 -0.8422 -6.5704 0.01 -0.01 0.00 0.0006
H 0.4760 -1.7542 -6.3026 -0.03 0.00 0.00 0.0001
H -0.9758 -0.9524 -4.4971 0.01 -0.02 0.04 0.0035
H 0.2991 2.2563 3.9003 -0.02 0.00 0.08 0.0091
H 1.0121 1.0290 5.9333 0.01 0.01 0.01 0.0007
H 2.3959 -1.0098 5.7205 -0.02 -0.01 0.02 0.0002
H 3.0441 -1.8420 3.4947 0.01 -0.01 0.01 -0.0027
H 3.5665 1.7697 -0.4076 0.02 0.04 -0.03 0.0033
H 5.6796 3.0260 -0.1118 -0.04 0.03 0.01 -0.0001
H 7.4390 2.1434 1.3812 0.01 0.01 -0.02 0.0001
H 7.1211 -0.0252 2.5151 0.02 -0.03 -0.01 -0.0002
H 5.0532 -1.3154 2.1643 -0.02 0.00 0.05 0.0000
H 4.7503 -2.2873 -0.3928 0.00 0.01 -0.01 0.0004
H 4.9616 -4.7219 -0.7439 0.04 0.03 0.02 -0.0001
H 3.2503 -6.2582 0.1341 -0.02 -0.01 -0.01 0.0010
H 1.2863 -5.3585 1.3377 -0.02 0.03 0.03 -0.0002
H 1.0843 -2.9272 1.7196 -0.06 -0.03 -0.02 0.0065
H -0.4736 4.7575 1.6070 -0.01 0.03 -0.02 0.0000
H -2.6548 5.6584 2.3409 0.02 0.01 -0.04 0.0001
H -4.5778 4.1308 2.6477 0.00 0.01 -0.02 -0.0002
H -4.2928 1.7168 2.3063 -0.02 -0.01 0.02 -0.0006
H -4.3783 -0.8543 3.2150 -0.02 0.03 0.01 0.0004
H -6.6340 -1.3976 2.3958 0.01 -0.01 0.02 -0.0003
H -7.1130 -1.4096 -0.0268 0.00 -0.04 -0.01 0.0003
H -5.2872 -0.9430 -1.6403 0.01 0.03 -0.02 0.0001
H -3.0418 -0.3842 -0.8250 -0.03 0.03 -0.05 0.0157
H -0.4077 -1.9924 3.1413 0.05 -0.01 -0.01 0.0040
H -0.3073 -2.7282 5.4792 0.04 0.01 -0.01 -0.0002
H -1.6220 -1.5447 7.2079 0.01 0.01 0.02 0.0001
H -2.9908 0.4135 6.5739 0.00 0.03 -0.01 0.0000
H -3.0825 1.1566 4.2395 -0.01 0.01 0.02 0.0002
O 1.5467 -1.3415 -1.7122 0.27 -0.12 -0.18 0.0115
N 1.3674 -2.3930 -2.4719 -0.29 -0.28 -0.04 0.0031
C 2.4137 -2.8492 -3.1860 0.28 -0.09 -0.08 0.0029
C 2.3099 -3.9326 -4.0172 -0.09 -0.05 -0.01 0.0003
C 1.0878 -4.5976 -4.0992 -0.04 0.04 0.09 0.0010
C 0.0307 -4.1447 -3.3452 0.17 -0.04 -0.09 -0.0007
C 0.1477 -3.0137 -2.5250 0.04 0.13 -0.08 0.0038
S -1.1849 -2.3970 -1.6510 -0.18 0.06 -0.12 -0.0015
H 3.3278 -2.2929 -3.0460 -0.07 0.11 0.02 0.0001
H 3.1645 -4.2513 -4.5947 0.06 0.03 0.05 0.0001
H 0.9713 -5.4634 -4.7364 0.00 -0.01 -0.02 0.0001
H -0.9273 -4.6426 -3.3640 -0.03 0.03 -0.02 0.0000
N -2.3613 -3.5442 1.2905 0.05 -0.03 0.01 0.0014
C -1.5244 -2.7439 1.1767 -0.11 -0.79 0.35 0.0029
H -3.1052 -4.2081 1.2732 -0.03 0.03 -0.04 -0.0001
```
Forces are in eV/Å.

Results
Net charge: 0
Calculated total energy in eV: -170508.1797
Gap between HOMO and LUMO (alpha / beta) in eV: 5.841 / 7.209
2S+1: 2
⟨S²⟩: 0.757

---

The following is a DFT calculation (wB97M-V/def2-TZVPD) of 2 unconnected molecules or ions with the total composition C5H11N at a distorted geometry.

XYZ file:
```
17
Properties=species:S:1:pos:R:3:forces:R:3:nbo_charge:R:1
C -2.1401 -0.4622 -0.5929 2.18 -0.53 -1.83 0.1130
C 1.0471 -1.1886 0.2335 0.36 -0.09 -4.53 -0.6680
C 0.0258 0.8524 1.2025 -0.73 3.06 0.90 -0.7249
C 0.8529 0.8523 -1.3033 3.07 0.38 2.46 -0.6452
C 0.4152 0.1557 0.0127 -0.80 -1.05 -2.18 0.1539
N -2.7234 -0.3125 0.4399 -3.31 -0.33 3.05 -0.6758
H -2.4519 -1.0629 -1.4532 0.17 0.09 -0.33 0.1448
H 0.3534 -1.9484 0.5588 -0.02 -0.16 0.53 0.2294
H 1.3757 -1.4982 -0.9067 -0.45 0.18 2.98 0.1938
H 1.9392 -1.0755 0.8310 0.28 -0.30 0.39 0.2127
H -0.9353 0.7123 1.6974 -0.70 -0.82 -0.70 0.2610
H 0.6444 0.7995 2.0743 1.25 -0.61 0.36 0.2147
H -0.0014 1.9330 1.0122 -0.04 0.06 -0.13 0.2133
H 0.4394 1.8079 -1.5623 -0.67 0.35 0.25 0.2212
H 2.0295 1.1075 -1.1341 -2.25 -0.48 -0.37 0.1858
H 0.8724 0.2287 -2.1705 -0.33 -0.67 -0.35 0.2172
H -3.7111 -0.7596 0.6020 1.97 0.92 -0.49 0.3531
```
Forces are in eV/Å.

Results
Net charge: 0
Calculated total energy in eV: -6848.5242
Gap between HOMO and LUMO (alpha / beta) in eV: 7.512 / 8.490

---

The following is a DFT calculation (wB97M-V/def2-TZVPD) of C22H26N2O4 in the gas phase at a distorted geometry.

XYZ file:
```
54
Properties=species:S:1:pos:R:3:forces:R:3:nbo_charge:R:1
C 0.7370 2.5710 3.6755 -0.01 -0.06 -0.02 -0.6523
C 0.6505 1.2483 2.9795 0.15 -0.06 -0.15 0.0791
C 1.2669 1.0680 1.7490 -0.02 0.06 0.19 -0.2146
C 1.2198 -0.1472 1.0936 -0.06 -0.28 0.04 -0.2097
C 0.5529 -1.2176 1.6781 0.17 0.33 0.27 -0.1469
C -0.0585 -1.0450 2.9145 0.05 0.02 -0.15 -0.1524
C -0.0300 0.1759 3.5675 0.05 -0.16 -0.10 -0.0383
C -0.7091 0.3360 4.8929 0.02 0.00 -0.06 -0.6313
H -1.5031 1.0799 4.8279 -0.08 0.06 0.08 0.2160
H -1.1445 -0.6057 5.2152 -0.04 -0.03 0.06 0.2215
H -0.0008 0.6704 5.6500 -0.01 0.04 0.12 0.2170
H -0.5619 -1.8900 3.3593 -0.05 -0.09 0.08 0.2263
C 0.6139 -2.5760 1.0933 0.09 -0.18 0.00 0.6938
O 0.8440 -3.5658 1.7576 -0.08 0.05 0.10 -0.5821
N 0.5196 -2.6919 -0.2747 0.19 -0.51 -0.22 -0.6180
C -0.0842 -1.8587 -1.1911 -0.04 -0.07 -0.73 0.1127
C 0.0401 -2.0552 -2.5257 0.00 0.19 0.93 -0.2752
C 0.8432 -3.0409 -3.1858 -0.08 0.04 -1.22 0.2346
C 0.9603 -3.2915 -4.5352 -0.15 0.23 0.80 -0.2787
C 1.8750 -4.3568 -4.6682 0.29 -0.26 0.51 -0.3102
C 2.2564 -4.6847 -3.4033 0.18 -0.29 -0.85 0.0969
O 1.6428 -3.8988 -2.5016 -0.15 0.17 0.39 -0.4153
H 2.9296 -5.4273 -3.0237 0.06 -0.06 0.15 0.2080
H 2.2046 -4.8154 -5.5777 0.12 -0.14 -0.14 0.2317
H 0.4497 -2.7772 -5.3232 -0.15 0.16 -0.11 0.2259
H -0.5387 -1.4437 -3.1984 -0.09 0.08 0.01 0.2285
C -1.1425 -0.9261 -0.6807 -0.42 -0.01 -0.12 0.6667
O -1.9475 -1.3200 0.1450 0.05 -0.16 0.13 -0.6172
N -1.2531 0.2839 -1.2789 -0.04 0.10 -0.02 -0.4303
C -0.2342 0.9486 -2.0564 0.18 0.25 0.00 -0.2389
H -0.4763 0.9077 -3.1270 0.11 0.00 0.02 0.1877
H 0.7211 0.4486 -1.8957 -0.06 0.07 -0.06 0.2214
C -0.1389 2.4307 -1.6120 0.11 0.04 -0.28 0.1069
C 1.2892 2.9463 -1.7193 -0.51 -0.04 0.08 -0.6167
H 1.6408 2.8568 -2.7435 0.10 -0.01 -0.11 0.2134
H 1.9376 2.3717 -1.0647 0.12 -0.11 0.06 0.2093
H 1.3273 3.9891 -1.4172 0.04 0.11 -0.02 0.2229
O -0.5650 2.5615 -0.2765 0.20 0.03 0.09 -0.5354
C -1.9557 2.3358 -0.1284 -0.40 0.02 0.12 0.1029
C -2.2390 2.1178 1.3498 0.22 0.08 -0.41 -0.6237
H -1.7848 2.9184 1.9257 0.01 0.12 0.13 0.2136
H -1.8154 1.1696 1.6677 0.02 -0.14 0.06 0.2295
H -3.3113 2.1103 1.5242 -0.13 -0.01 0.04 0.2117
C -2.3936 1.1202 -0.9762 -0.16 0.07 0.02 -0.2601
H -2.8384 1.4450 -1.9240 0.00 -0.02 0.06 0.1921
H -3.1146 0.5142 -0.4275 0.01 0.12 -0.12 0.2550
H -2.4968 3.2322 -0.4849 0.10 -0.17 0.04 0.1616
H -0.7936 3.0440 -2.2568 0.07 -0.08 0.08 0.1592
H 0.7967 -3.6043 -0.6239 -0.04 0.19 0.24 0.4290
H 1.7377 -0.2786 0.1536 0.04 -0.01 -0.10 0.2121
H 1.7951 1.8971 1.3028 0.04 0.09 -0.05 0.2077
H 1.1896 3.3165 3.0271 0.02 0.08 -0.01 0.2179
H 1.3409 2.4841 4.5792 0.02 0.07 0.09 0.2195
H -0.2506 2.9192 3.9732 -0.07 0.10 0.06 0.2152
```
Forces are in eV/Å.

Results
Net charge: 0
SMILES: Cc1ccc(C(=O)N/C(=C\c2ccco2)C(=O)N2C[C@@H](C)O[C@@H](C)C2)cc1C
Calculated total energy in eV: -34406.3724
Gap between HOMO and LUMO in eV: 8.119